1.
This record from the Open Molecules 2025 dataset describes C31H74Br18N2O4P2Si3 as an isolated structure at a distorted geometry. The level of theory is ωB97M-V with the def2-TZVPD basis set.

Calculated values
Total charge   0
HOMO level   -7.36 eV
LUMO energy   -0.002 Eh
Strongest force on any atom   4.33 eV/Å
Electronic energy   -49519.6549 hartree

Atoms and positions in Å:
C1 3.004 -1.591 -1.683
C2 1.497 -1.485 -2.011
P1 0.740 0.029 -1.275
C3 0.121 -0.397 0.399
C4 -0.650 -1.707 0.599
Si1 -0.959 0.701 -2.550
C5 -0.202 1.070 -4.236
N1 1.115 1.763 -4.190
O1 -1.533 2.032 -1.741
Si2 -2.107 3.398 -2.500
C6 -1.415 4.871 -1.559
C7 -0.307 4.414 -0.616
O2 0.445 5.513 -0.107
Si3 1.965 5.189 0.460
C8 2.492 6.578 1.567
C9 2.040 3.606 1.451
C10 3.131 5.042 -0.995
C11 -3.962 3.390 -2.396
C12 -4.413 3.480 -0.925
C13 -5.548 2.520 -0.533
O3 -4.771 4.852 -0.727
P2 -2.654 -0.797 -2.913
N2 -3.545 -0.519 -1.440
O4 -1.729 -2.167 -2.643
H1 3.188 -2.308 -0.879
H2 3.577 -1.911 -2.556
H3 3.409 -0.631 -1.351
H4 0.982 -2.385 -1.674
H5 1.363 -1.392 -3.092
H6 0.977 -0.359 1.069
H7 -0.511 0.456 0.679
H8 -0.385 -2.445 -0.161
H9 -1.730 -1.552 0.554
H10 -0.389 -2.158 1.560
H11 -0.028 0.099 -4.721
H12 -0.894 1.592 -4.896
H13 1.741 1.088 -3.765
H14 1.079 2.568 -3.574
H15 -1.637 3.478 -3.902
H16 -1.023 5.610 -2.264
H17 -2.232 5.330 -0.993
H18 0.363 3.713 -1.138
H19 -0.744 3.848 0.219
H20 1.830 6.631 2.437
H21 3.493 6.338 1.943
H22 2.524 7.548 1.069
H23 3.092 3.311 1.540
H24 1.515 2.763 0.993
H25 1.656 3.734 2.470
H26 2.645 4.584 -1.860
H27 4.007 4.441 -0.732
H28 3.481 6.037 -1.285
H29 -4.402 4.213 -2.965
H30 -4.338 2.459 -2.835
H31 -3.554 3.267 -0.268
H32 -5.258 1.876 0.300
H33 -5.822 1.859 -1.356
H34 -6.440 3.088 -0.255
H35 -5.237 4.933 0.107
H36 -3.019 0.023 -0.759
H37 -3.788 -1.390 -0.980
H38 -2.127 -2.764 -2.009
Br1 2.905 -1.156 2.769
C14 2.215 -1.229 4.581
C15 0.714 -1.219 4.610
Br2 -0.003 0.537 4.205
H39 2.656 -0.385 5.105
H40 2.589 -2.159 5.006
H41 0.356 -1.471 5.606
H42 0.288 -1.905 3.885
Br3 5.534 -0.232 6.393
C16 4.873 -0.264 8.221
C17 3.367 -0.241 8.274
Br4 2.637 1.512 7.862
H43 5.314 0.590 8.724
H44 5.251 -1.184 8.659
H45 3.024 -0.478 9.279
H46 2.926 -0.937 7.567
Br5 0.125 -4.617 2.509
C18 1.832 -5.377 1.987
C19 2.269 -4.816 0.659
Br6 1.240 -5.544 -0.821
H47 1.701 -6.455 1.973
H48 2.543 -5.100 2.763
H49 3.307 -5.070 0.461
H50 2.144 -3.738 0.621
Br7 -0.370 3.889 -6.798
C20 1.184 3.153 -7.694
C21 0.843 2.581 -9.042
Br8 -0.096 0.884 -8.887
H51 1.593 2.411 -7.013
H52 1.886 3.977 -7.800
H53 1.749 2.367 -9.604
H54 0.200 3.237 -9.620
Br9 5.894 -0.283 0.998
C22 7.419 -1.224 1.747
C23 7.447 -2.680 1.371
Br10 6.146 -3.718 2.377
H55 7.375 -1.083 2.823
H56 8.296 -0.721 1.347
H57 8.415 -3.113 1.614
H58 7.229 -2.837 0.319
Br11 3.370 -1.095 -11.475
C24 1.475 -1.206 -11.895
C25 1.190 -0.839 -13.326
Br12 1.316 1.078 -13.623
H59 0.966 -0.551 -11.195
H60 1.189 -2.238 -11.704
H61 0.171 -1.113 -13.588
H62 1.886 -1.306 -14.016
Br13 -1.533 4.200 4.029
C26 -3.251 3.324 3.799
C27 -3.673 3.264 2.354
Br14 -4.296 4.980 1.692
H63 -3.962 3.866 4.414
H64 -3.120 2.317 4.189
H65 -4.510 2.579 2.237
H66 -2.855 2.958 1.706
Br15 -1.552 -8.178 2.447
C28 -3.213 -7.558 3.241
C29 -2.985 -6.448 4.231
Br16 -2.245 -7.094 5.908
H67 -3.685 -8.423 3.695
H68 -3.822 -7.200 2.414
H69 -3.933 -5.986 4.494
H70 -2.291 -5.702 3.857
Br17 -6.667 -5.559 4.660
C30 -7.517 -5.352 6.396
C31 -6.561 -5.639 7.523
Br18 -6.216 -7.539 7.716
H71 -8.370 -6.022 6.401
H72 -7.859 -4.321 6.437
H73 -6.988 -5.314 8.469
H74 -5.597 -5.163 7.373

2.
This record from the Open Molecules 2025 dataset describes one molecule with the formula C17H16N2O6S2 at a distorted geometry. The level of theory is ωB97M-V with the def2-TZVPD basis set.

Calculated values
Total charge   0
HOMO level   -8.43 eV
LUMO energy   -0.019 Eh
Strongest force on any atom   1.10 eV/Å
Energy above the lowest of the compared OMol25 structures with the same formula, charge and spin   0.0 kcal per mole
Electronic energy   -2014.7497 hartree

Atoms and positions in Å:
C1 -6.089 -2.344 -0.762
O1 -6.696 -1.074 -0.710
C2 -5.941 -0.005 -0.355
C3 -6.601 1.228 -0.331
C4 -5.916 2.375 0.019
C5 -4.575 2.318 0.348
C6 -3.897 1.094 0.328
C7 -2.500 1.087 0.675
C8 -1.604 0.080 0.719
S1 -1.801 -1.626 0.356
C9 -0.088 -1.976 0.695
O2 0.416 -3.057 0.609
N1 0.525 -0.823 1.107
C10 1.956 -0.780 1.279
C11 2.607 -0.439 -0.067
O3 1.969 -0.319 -1.087
N2 3.945 -0.300 0.007
C12 4.758 0.046 -1.145
C13 5.212 1.486 -0.986
C14 6.341 1.661 -0.333
S2 6.986 0.046 0.130
O4 8.400 -0.077 -0.051
O5 6.438 -0.296 1.420
C15 6.008 -0.816 -1.150
C16 -0.213 0.348 1.109
O6 0.250 1.419 1.423
C17 -4.595 -0.065 -0.025
H1 -6.874 -3.031 -1.074
H2 -5.273 -2.370 -1.491
H3 -5.709 -2.649 0.218
H4 -7.647 1.254 -0.590
H5 -6.435 3.321 0.035
H6 -4.044 3.217 0.619
H7 -2.082 2.052 0.947
H8 2.190 -0.005 2.013
H9 2.301 -1.757 1.625
H10 4.452 -0.373 0.883
H11 4.127 -0.085 -2.030
H12 4.567 2.273 -1.344
H13 6.830 2.572 -0.052
H14 5.822 -1.844 -0.861
H15 6.555 -0.762 -2.085
H16 -4.072 -1.006 -0.036

3.
This record from the Open Molecules 2025 dataset describes a 2-piece molecular cluster, CHF2NO2 overall at a distorted geometry. The level of theory is ωB97M-V with the def2-TZVPD basis set.

Calculated values
Total charge   0
HOMO level (alpha / beta)   -9.37 / -10.06 eV
LUMO energy (alpha / beta)   -0.089 / -0.033 Eh
Strongest force on any atom   1.72 eV/Å
Energy above the lowest of the compared OMol25 structures with the same formula, charge and spin   125.1 kcal per mole
Electronic energy   -443.3808 hartree

Atoms and positions in Å:
C1 0.201 -0.776 0.261
N1 0.242 0.590 0.189
O1 -0.151 1.110 -0.891
O2 0.626 1.134 1.247
F1 0.551 -1.371 1.357
F2 0.330 -1.583 -0.771
H1 -1.799 0.897 -1.392

4.
This record from the Open Molecules 2025 dataset describes an isolated ion of composition C6H6N and charge +1 at a distorted geometry. The level of theory is ωB97M-V with the def2-TZVPD basis set.

Calculated values
Total charge   +1
HOMO level   -13.17 eV
LUMO energy   -0.150 Eh
Strongest force on any atom   5.03 eV/Å
Energy above the lowest of the compared OMol25 structures with the same formula, charge and spin   104.5 kcal per mole
Electronic energy   -286.4687 hartree

Atoms and positions in Å:
C1 2.173 -0.122 -2.724
C2 1.664 -0.803 0.797
C3 1.132 0.492 1.013
C4 -0.130 0.391 0.181
C5 1.603 -0.313 -1.687
C6 1.044 -0.412 -0.422
N1 -1.115 -0.502 0.836
H1 2.685 -0.189 -3.632
H2 1.623 1.361 1.385
H3 -0.611 1.111 -0.459
H4 -1.922 -0.810 0.151
H5 -1.642 -0.179 1.658
H6 -0.864 -1.443 1.102

5.
This record from the Open Molecules 2025 dataset describes one molecule with the formula C4H5Cl at a distorted geometry. The level of theory is ωB97M-V with the def2-TZVPD basis set.

Calculated values
Total charge   0
HOMO level   -8.77 eV
LUMO energy   -0.010 Eh
Strongest force on any atom   3.52 eV/Å
Energy above the lowest of the compared OMol25 structures with the same formula, charge and spin   73.7 kcal per mole
Electronic energy   -615.4383 hartree

Atoms and positions in Å:
C1 0.761 -0.174 0.663
C2 -1.291 0.178 -0.567
C3 -0.012 -0.641 -0.282
C4 -2.546 -0.655 -0.472
Cl1 -3.808 0.099 0.303
H1 0.594 0.915 1.119
H2 1.631 -0.646 1.006
H3 -1.222 1.213 -0.152
H4 -1.369 0.409 -1.775
H5 -0.108 -1.569 -0.765

6.
This record from the Open Molecules 2025 dataset describes C38H50AsKN2O3Si3 as an isolated structure at a distorted geometry. The level of theory is ωB97M-V with the def2-TZVPD basis set.

Calculated values
Total charge   -2
HOMO level   -1.07 eV
LUMO energy   0.153 Eh
Strongest force on any atom   1.45 eV/Å
Energy above the lowest of the compared OMol25 structures with the same formula, charge and spin   3.0 kcal per mole
Electronic energy   -5517.5458 hartree

Atoms and positions in Å:
K1 -0.182 -0.029 0.937
C1 -4.027 -2.694 0.707
O1 -3.520 -3.467 -0.375
C2 -2.159 -3.713 -0.326
C3 -1.762 -5.027 -0.274
C4 -0.408 -5.375 -0.225
C5 0.523 -4.356 -0.234
C6 0.159 -3.009 -0.338
C7 1.277 -2.046 -0.363
N1 1.252 -0.879 -0.878
N2 2.439 -0.160 -0.671
C8 2.253 1.093 -0.315
O2 1.180 1.731 -0.105
C9 3.564 1.824 -0.105
C10 3.553 3.213 -0.039
C11 4.726 3.929 0.163
C12 5.931 3.258 0.320
C13 5.949 1.868 0.269
C14 4.777 1.158 0.056
C15 -1.226 -2.617 -0.374
O3 -1.619 -1.406 -0.420
H1 -5.114 -2.761 0.652
H2 -3.698 -1.661 0.638
H3 -3.690 -3.104 1.666
H4 -2.540 -5.784 -0.249
H5 -0.104 -6.412 -0.161
H6 1.582 -4.591 -0.180
H7 2.197 -2.371 0.139
H8 2.601 3.719 -0.135
H9 4.696 5.012 0.208
H10 6.848 3.811 0.490
H11 6.883 1.334 0.401
H12 4.771 0.077 0.010
C16 0.795 3.584 -2.769
Si1 -0.555 3.867 -1.496
C17 -1.618 5.240 -2.253
C18 0.093 4.571 0.114
As1 -1.685 1.855 -1.045
Si2 -2.000 0.978 -3.197
C19 -0.393 0.165 -3.684
C20 -2.462 2.223 -4.537
C21 -3.343 -0.317 -3.098
Si3 -3.838 2.694 -0.559
C22 -4.814 3.736 -1.792
C23 -3.674 3.709 1.014
C24 -4.949 1.228 -0.183
H13 1.527 4.397 -2.720
H14 0.361 3.586 -3.774
H15 1.315 2.641 -2.614
H16 -0.947 6.002 -2.667
H17 -2.243 5.724 -1.499
H18 -2.265 4.887 -3.056
H19 0.814 5.369 -0.099
H20 0.583 3.799 0.706
H21 -0.724 5.004 0.696
H22 0.371 0.896 -3.957
H23 -0.561 -0.498 -4.540
H24 -0.009 -0.425 -2.847
H25 -1.627 2.886 -4.773
H26 -3.316 2.844 -4.262
H27 -2.721 1.666 -5.444
H28 -3.158 -0.967 -2.238
H29 -3.332 -0.922 -4.011
H30 -4.337 0.124 -2.995
H31 -4.331 4.677 -2.049
H32 -5.775 3.961 -1.315
H33 -5.022 3.193 -2.716
H34 -3.282 4.708 0.807
H35 -3.007 3.228 1.733
H36 -4.652 3.822 1.492
H37 -5.309 0.744 -1.092
H38 -5.817 1.566 0.394
H39 -4.422 0.471 0.399
C25 -6.173 0.969 5.577
C26 -5.021 0.749 6.330
C27 -3.800 0.544 5.712
C28 -3.685 0.551 4.317
C29 -4.847 0.773 3.577
C30 -6.075 0.979 4.193
C31 -2.385 0.340 3.639
C32 -1.235 0.188 4.296
C33 0.076 0.013 3.756
C34 0.665 -1.268 3.602
C35 1.988 -1.415 3.219
C36 2.795 -0.311 2.961
C37 2.229 0.956 3.068
C38 0.907 1.120 3.443
H40 -7.129 1.126 6.063
H41 -5.081 0.737 7.413
H42 -2.893 0.373 6.279
H43 -4.780 0.784 2.495
H44 -6.958 1.147 3.585
H45 -2.501 0.333 2.538
H46 0.061 -2.142 3.814
H47 2.396 -2.416 3.114
H48 3.826 -0.431 2.651
H49 2.825 1.829 2.828
H50 0.483 2.116 3.515

7.
This record from the Open Molecules 2025 dataset describes a 2-piece molecular cluster, C4H12 overall at a distorted geometry. The level of theory is ωB97M-V with the def2-TZVPD basis set.

Calculated values
Total charge   +1
HOMO level (alpha / beta)   -16.58 / -16.31 eV
LUMO energy (alpha / beta)   -0.111 / -0.405 Eh
Strongest force on any atom   4.00 eV/Å
Energy above the lowest of the compared OMol25 structures with the same formula, charge and spin   22.9 kcal per mole
Electronic energy   -159.1334 hartree
Spin multiplicity   2

Atoms and positions in Å:
C1 1.183 0.733 2.244
C2 0.079 0.822 1.138
H1 2.124 1.010 1.820
H2 0.790 1.270 3.209
H3 1.424 -0.329 2.519
H4 -0.911 0.440 1.281
H5 0.317 0.204 0.160
H6 0.018 1.810 0.602
C3 -0.582 -1.395 -1.209
C4 -0.686 -0.131 -2.109
H7 -1.406 -2.101 -1.465
H8 0.342 -1.862 -1.353
H9 -0.734 -1.182 -0.032
H10 -1.190 -0.309 -3.116
H11 0.389 0.220 -2.397
H12 -1.129 0.654 -1.606

8.
This record from the Open Molecules 2025 dataset describes an isolated ion of composition C10H9ClNO and charge +1 at a distorted geometry. The level of theory is ωB97M-V with the def2-TZVPD basis set.

Calculated values
Total charge   +1
HOMO level   -12.54 eV
LUMO energy   -0.162 Eh
Strongest force on any atom   5.04 eV/Å
Energy above the lowest of the compared OMol25 structures with the same formula, charge and spin   19.2 kcal per mole
Electronic energy   -976.2991 hartree

Atoms and positions in Å:
C1 2.053 -2.145 -1.416
N1 1.763 -1.410 -0.551
C2 1.396 -0.588 0.517
C3 -0.162 -0.413 0.540
C4 -1.029 -1.222 1.204
C5 -2.419 -0.982 0.927
C6 -2.811 -0.014 0.041
Cl1 -4.454 0.239 -0.216
C7 -1.827 0.840 -0.578
C8 -0.489 0.684 -0.309
C9 0.696 1.342 -0.912
C10 1.858 1.040 0.068
O1 1.869 1.744 1.193
H1 2.267 -2.777 -2.280
H2 1.811 -0.885 1.466
H3 -0.762 -1.907 1.892
H4 -3.072 -1.532 1.568
H5 -2.219 1.457 -1.401
H6 1.082 0.990 -1.839
H7 0.653 2.503 -0.846
H8 2.864 1.134 -0.431
H9 0.931 1.901 1.365